{"formula": "C33H35CoN3O4S2", "method": "ωB97M-V/def2-TZVPD", "total_energy_ev": -106741.7625, "total_charge": 1, "spin_multiplicity": 5, "molar_mass_da": 660.73, "s2": 6.01, "max_force_ev_per_a": 0.2, "symbols": ["N", "H", "C", "C", "H", "C", "C", "O", "C", "C", "H", "H", "C", "Co", "C", "C", "H", "H", "C", "C", "C", "H", "O", "H", "H", "C", "H", "C", "H", "H", "C", "C", "H", "C", "H", "C", "H", "H", "C", "H", "C", "C", "H", "N", "H", "H", "C", "H", "C", "H", "H", "C", "O", "C", "C", "H", "H", "C", "H", "C", "H", "H", "H", "C", "S", "H", "C", "C", "S", "O", "H", "H", "C", "N", "H", "H", "H", "C"], "positions_angstrom": [[3.9634, 2.0082, -0.2628], [-1.2850, 7.9559, -1.9343], [-3.1864, -5.8428, 0.3617], [-0.8853, 6.9782, -1.6996], [5.7423, 1.2881, 0.4882], [-1.9477, -4.7253, -1.3714], [5.1699, 0.0168, -1.1595], [-3.2193, -1.0941, 5.6969], [0.1411, 4.4723, -1.0949], [1.3025, -3.9770, -1.2397], [-2.8020, 6.0154, -1.7448], [-2.0017, 0.3523, 6.5611], [-2.9301, -4.7975, 1.2347], [-0.3569, 0.5673, 0.2789], [2.2695, -2.6948, -3.5205], [-2.0638, 0.1756, 2.4555], [-3.3126, -4.8261, 2.2464], [3.8940, -4.0828, -3.4077], [4.8341, 0.8730, 0.0532], [2.4882, -4.3916, -1.8200], [0.4795, 6.8186, -1.5049], [4.2647, -0.3848, -1.6148], [-1.0019, 0.7909, 1.9773], [-1.9826, -2.8756, 1.4821], [5.1263, 2.7312, -2.6798], [-4.2801, -0.8065, 2.2980], [4.1017, 4.0841, -0.1217], [-4.2629, -1.1240, 3.6234], [5.6320, 3.2234, -0.2681], [0.9153, -4.4792, -0.3614], [2.9684, -3.7505, -2.9570], [-3.1944, -0.1588, 1.6617], [-5.4254, 0.1838, 0.0743], [-3.2557, 0.1398, 0.2531], [4.3531, 0.2737, 0.8243], [0.9938, 5.5689, -1.2029], [-2.8971, -6.6246, -1.6170], [0.5260, -1.4389, -3.3693], [-1.2283, 4.6367, -1.2927], [3.5908, 3.5983, -2.5206], [-1.7386, 5.8879, -1.5935], [1.0795, -2.2675, -2.9464], [5.7994, -0.8184, -0.8516], [-0.3631, -1.4407, 0.2734], [-1.1907, 0.1703, 4.3924], [0.3033, -1.9790, 0.8220], [4.6112, 3.2764, -0.6430], [-5.1458, -1.0844, 1.7133], [4.6093, 3.5260, -2.1434], [3.0368, -5.2179, -1.3888], [-3.7699, -6.6913, 0.6924], [0.6783, 3.1270, -0.7659], [-0.1730, 2.1781, -0.7488], [-2.6968, -5.8070, -0.9382], [-2.1421, -0.7299, 6.5538], [-5.0903, -1.6267, 4.1026], [-4.5029, 0.6835, -1.3629], [2.6347, 1.9205, -0.2644], [-1.2176, -1.2230, 6.2473], [-3.1415, -0.7642, 4.4018], [-4.5891, -1.0175, -0.9229], [2.0539, 5.4308, -1.0466], [-2.4257, -1.0686, 7.5449], [-4.5364, -0.0025, -0.5197], [1.9440, 0.3560, 0.1022], [1.1422, 7.6694, -1.5886], [-2.1814, -3.7049, 0.8167], [-2.0621, -0.1216, 3.8264], [-0.8334, -2.2270, -1.0455], [-2.2669, 0.5148, -0.4109], [-1.5592, -4.6963, -2.3815], [5.7136, 0.5890, -1.9102], [0.6111, -2.9159, -1.8137], [1.9780, 3.0468, -0.5545], [2.6456, -2.2036, -4.4073], [5.1216, 4.4645, -2.3562], [-1.8798, 3.7781, -1.2091], [-1.6934, -3.6893, -0.4814]], "forces_ev_per_a": [[0.0, 0.1, 0.0], [0.0, 0.0, 0.0], [0.0, 0.0, 0.0], [0.0, 0.0, 0.0], [0.0, 0.0, 0.0], [0.0, 0.0, 0.0], [0.0, 0.0, 0.0], [0.0, 0.0, 0.0], [0.0, 0.0, 0.0], [0.0, 0.0, 0.0], [0.0, 0.0, 0.0], [0.0, 0.0, 0.0], [0.0, 0.0, 0.0], [0.0, 0.0, 0.1], [0.0, 0.0, 0.0], [-0.1, -0.1, 0.0], [0.0, 0.0, 0.0], [0.0, 0.0, 0.0], [0.0, 0.0, 0.0], [0.0, 0.0, 0.0], [0.0, 0.0, 0.0], [0.0, 0.0, 0.0], [0.1, 0.1, -0.1], [0.0, 0.0, 0.0], [0.0, 0.0, 0.0], [0.0, 0.0, 0.0], [0.0, 0.0, 0.0], [0.0, 0.0, 0.0], [0.0, 0.0, 0.0], [0.0, 0.0, 0.0], [0.0, 0.0, 0.0], [0.1, 0.0, 0.0], [0.0, 0.0, 0.0], [0.0, 0.1, 0.0], [0.0, 0.0, 0.0], [0.0, 0.0, 0.0], [0.0, 0.0, 0.0], [0.0, 0.0, 0.0], [0.0, 0.0, 0.0], [0.0, 0.0, 0.0], [0.0, 0.0, 0.0], [0.0, 0.0, 0.0], [0.0, 0.0, 0.0], [0.0, -0.1, -0.1], [0.0, 0.0, 0.0], [0.0, 0.0, 0.0], [0.0, 0.0, 0.0], [0.0, 0.0, 0.0], [0.0, 0.0, 0.0], [0.0, 0.0, 0.0], [0.0, 0.0, 0.0], [0.0, 0.0, 0.0], [-0.1, 0.0, 0.1], [0.0, 0.0, 0.0], [0.0, 0.0, 0.0], [0.0, 0.0, 0.0], [0.0, 0.0, 0.0], [0.0, -0.1, 0.1], [0.0, 0.0, 0.0], [-0.1, 0.0, 0.0], [0.0, 0.0, 0.0], [0.0, 0.0, 0.0], [0.0, 0.0, 0.0], [0.0, 0.0, 0.0], [0.0, 0.1, 0.0], [0.0, 0.0, 0.0], [0.0, 0.0, -0.1], [0.0, 0.0, -0.1], [-0.1, 0.0, 0.0], [0.0, 0.0, 0.0], [0.0, 0.0, 0.0], [0.0, 0.0, 0.0], [0.0, -0.1, 0.0], [0.0, 0.0, 0.0], [0.0, 0.0, 0.0], [0.0, 0.0, 0.0], [0.0, 0.0, 0.0], [0.0, 0.0, 0.1]]}